Arrangement 1

130
Properties=species:S:1:pos:R:3 method="wB97M-V/def2-TZVPD" homo_lumo_gap_ev=9.56 charge=0
C 7.807 24.135 5.862
C 6.892 24.639 7.024
O 7.642 24.739 8.201
O 9.149 24.612 5.949
H 7.349 24.329 4.892
H 7.647 23.058 5.799
H 6.004 24.025 7.175
H 6.836 25.718 6.884
H 7.173 25.266 8.852
H 9.384 24.949 6.816
C 5.420 28.116 10.688
C 6.784 28.787 11.013
O 7.850 27.795 11.106
O 5.451 27.093 9.648
H 4.716 28.872 10.340
H 5.109 27.597 11.595
H 6.616 29.278 11.971
H 7.026 29.298 10.081
H 7.485 27.121 10.528
H 5.023 27.437 8.860
C 10.022 25.667 1.341
C 9.533 25.872 2.743
O 10.410 25.040 3.617
O 9.303 26.281 0.301
H 10.217 24.640 1.032
H 10.967 26.208 1.397
H 8.503 25.517 2.770
H 9.533 26.919 3.047
H 9.949 24.969 4.456
H 10.001 26.669 -0.231
C 5.179 26.866 0.037
C 6.113 27.751 -0.770
O 6.982 26.919 -1.517
O 5.897 26.488 1.184
H 4.859 25.929 -0.419
H 4.331 27.488 0.322
H 6.766 28.401 -0.187
H 5.514 28.339 -1.465
H 7.800 26.772 -1.036
H 6.591 25.879 0.923
C 10.345 28.096 6.713
C 8.871 28.301 6.725
O 8.586 29.199 5.656
O 11.047 29.040 7.445
H 10.808 27.765 5.784
H 10.714 27.267 7.318
H 8.455 28.627 7.678
H 8.304 27.390 6.530
H 8.642 30.113 5.942
H 10.850 29.934 7.155
C 6.394 32.199 6.332
C 7.434 33.118 5.755
O 7.071 34.480 5.854
O 5.064 32.437 5.783
H 6.396 32.050 7.412
H 6.686 31.224 5.941
H 7.586 32.969 4.686
H 8.391 32.840 6.197
H 6.740 34.694 4.979
H 4.607 32.888 6.497
C 0.538 27.220 7.638
C 0.801 27.013 9.047
O 0.645 28.074 9.848
O 1.436 28.196 7.164
H -0.454 27.624 7.432
H 0.471 26.335 7.004
H 1.865 26.805 9.160
H 0.387 26.061 9.379
H 0.826 27.959 10.784
H 1.261 28.910 7.781
C 2.434 30.471 1.805
C 3.342 31.263 2.778
O 3.679 30.635 4.029
O 3.317 29.506 1.310
H 1.996 31.109 1.037
H 1.604 30.036 2.361
H 2.747 32.111 3.118
H 4.232 31.782 2.422
H 4.185 31.306 4.494
H 3.701 29.115 2.098
C 3.032 24.798 2.477
C 1.761 25.571 2.896
O 1.647 25.707 4.325
O 3.011 23.378 2.837
H 3.755 25.373 3.056
H 3.384 24.970 1.460
H 0.934 25.005 2.468
H 1.712 26.608 2.565
H 2.118 26.518 4.528
H 2.539 22.999 2.092
C 6.444 22.356 2.958
C 5.973 21.515 1.790
O 4.930 20.605 2.204
O 7.161 21.563 3.900
H 5.564 22.917 3.274
H 7.160 23.115 2.644
H 6.798 20.883 1.460
H 5.568 22.101 0.966
H 5.303 20.219 3.000
H 8.077 21.498 3.620
C 1.098 22.848 5.990
C 2.432 23.221 6.644
O 2.155 23.567 8.006
O 0.059 23.832 6.144
H 0.617 21.945 6.368
H 1.153 22.613 4.927
H 2.808 24.126 6.167
H 3.162 22.419 6.747
H 1.295 23.931 7.782
H 0.337 24.668 5.761
C 1.324 32.124 8.255
C 0.835 32.717 6.895
O -0.319 33.604 7.036
O 0.431 31.229 8.816
H 1.357 32.866 9.053
H 2.337 31.733 8.159
H 0.523 31.836 6.333
H 1.578 33.375 6.444
H -0.667 33.943 6.208
H -0.181 31.770 9.321
C 5.132 28.117 6.176
C 4.503 27.261 5.032
O 3.353 27.731 4.544
O 4.206 28.245 7.287
H 5.423 29.006 5.616
H 5.995 27.756 6.735
H 4.146 26.341 5.495
H 5.221 27.025 4.247
H 3.301 28.686 4.457
H 3.307 28.199 6.954

Arrangement 2

130
Properties=species:S:1:pos:R:3 method="wB97M-V/def2-TZVPD" homo_lumo_gap_ev=9.16 charge=0
C -3.942 8.971 9.958
C -2.874 9.810 10.623
O -1.824 9.109 11.177
O -4.818 9.530 8.947
H -4.453 8.492 10.810
H -3.449 8.106 9.396
H -3.375 10.480 11.239
H -2.510 10.606 9.890
H -1.365 8.724 10.432
H -5.142 8.883 8.347
C 0.619 3.569 10.398
C 1.062 2.123 10.255
O 1.232 1.832 8.865
O 1.420 4.430 9.633
H 0.667 3.950 11.424
H -0.411 3.693 10.179
H 0.376 1.647 10.902
H 2.005 1.894 10.721
H 0.478 1.303 8.599
H 1.612 3.936 8.800
C 2.807 8.936 5.056
C 1.472 8.298 5.081
O 0.583 9.311 5.597
O 3.941 8.001 4.857
H 3.131 9.332 6.029
H 3.081 9.679 4.304
H 1.363 7.454 5.772
H 1.156 7.948 4.084
H 0.576 10.026 4.992
H 3.878 7.610 3.971
C 1.384 6.714 13.395
C 1.737 7.187 14.754
O 3.143 7.000 14.936
O 0.201 7.330 12.892
H 1.429 5.612 13.417
H 2.067 7.036 12.639
H 1.140 6.633 15.504
H 1.370 8.233 14.799
H 3.334 7.283 15.825
H 0.416 8.220 12.779
C -3.874 3.822 9.124
C -3.485 5.258 8.979
O -2.041 5.225 8.931
O -5.276 3.681 9.393
H -3.368 3.382 9.939
H -3.565 3.211 8.264
H -3.715 5.896 9.865
H -3.987 5.773 8.160
H -1.734 6.129 8.877
H -5.492 2.771 9.394
C 1.308 8.286 9.616
C 0.187 7.314 9.200
O -0.830 8.136 8.811
O 1.520 9.187 8.563
H 2.233 7.749 9.808
H 0.932 8.799 10.507
H -0.146 6.519 9.926
H 0.582 6.658 8.403
H -0.363 8.893 8.554
H 2.102 9.951 8.882
C 4.305 8.982 11.709
C 5.220 7.752 11.379
O 4.599 7.013 10.401
O 5.008 9.832 12.583
H 3.311 8.716 12.034
H 4.215 9.575 10.773
H 5.457 7.145 12.189
H 6.210 7.961 10.972
H 4.196 6.189 10.690
H 4.818 10.690 12.296
C -0.133 10.694 13.389
C 0.119 11.302 14.770
O -0.983 12.026 15.245
O 1.160 10.161 13.015
H -0.537 11.423 12.693
H -0.717 9.816 13.497
H 0.917 12.039 14.431
H 0.455 10.487 15.448
H -1.743 11.483 15.140
H 1.676 10.910 12.760
C -0.988 5.602 5.690
C -2.295 6.330 5.244
O -2.096 7.546 4.559
O -0.347 5.627 4.495
H -0.956 4.608 6.062
H -0.486 6.128 6.470
H -2.712 6.462 6.241
H -2.987 5.726 4.701
H -2.703 8.221 4.768
H -0.931 6.305 4.130
C 4.728 10.661 7.815
C 4.935 9.171 8.020
O 5.925 8.544 7.169
O 3.567 11.052 8.482
H 4.835 10.946 6.780
H 5.606 11.123 8.272
H 3.927 8.585 8.057
H 5.250 9.076 9.068
H 5.554 8.577 6.287
H 3.245 11.837 8.038
C -0.292 12.911 9.759
C 0.020 13.897 8.627
O -0.826 14.901 8.764
O 0.687 11.929 9.886
H -1.263 12.413 9.672
H -0.346 13.450 10.807
H -0.143 13.491 7.649
H 1.030 14.276 8.790
H -0.974 15.444 8.055
H 0.744 11.280 9.233
C -2.598 10.150 6.629
C -1.749 11.245 7.054
O -0.692 10.785 7.820
O -3.861 10.668 6.147
H -2.847 9.384 7.411
H -2.042 9.675 5.807
H -2.346 11.739 7.797
H -1.564 11.966 6.264
H -0.199 10.186 7.304
H -4.300 11.009 6.823
C 3.449 5.554 7.107
C 4.512 5.033 8.128
O 5.566 5.882 8.253
O 2.557 4.581 6.553
H 4.004 5.796 6.245
H 2.888 6.455 7.436
H 4.942 4.141 7.739
H 3.987 4.717 9.059
H 5.377 6.453 8.969
H 2.962 4.084 5.815

Of them, the most stable is arrangement 1 and the least stable is arrangement 2.

Arrangement 1

20
Properties=species:S:1:pos:R:3 method="wB97M-V/def2-TZVPD" homo_lumo_gap_ev=9.43 charge=0 smiles="CC1=N[C@](C)(Cl)N(C)C1"
C -2.203 1.326 -1.421
C -1.156 0.583 -0.724
N -1.030 -0.687 -0.681
C 0.129 -0.937 0.084
C 0.595 -2.325 -0.006
Cl -0.758 -1.182 2.104
N 0.946 0.164 0.144
C 1.902 0.428 1.189
C 0.063 1.295 -0.093
H -1.949 2.259 -1.666
H -3.214 1.245 -0.828
H -2.566 0.731 -2.271
H -0.039 -3.022 0.447
H 1.692 -2.522 0.200
H 0.628 -2.581 -1.024
H 1.624 1.141 1.930
H 2.156 -0.538 1.720
H 2.828 0.821 0.819
H 0.662 1.995 -0.674
H -0.311 1.806 0.750

Arrangement 2

20
Properties=species:S:1:pos:R:3 method="wB97M-V/def2-TZVPD" homo_lumo_gap_ev=8.35 charge=0 smiles="CN1C=C[C@](C)(Cl)N1C"
C 2.331 0.563 0.964
N 0.998 0.716 0.393
C 0.510 1.773 -0.296
C -0.636 1.450 -0.940
C -0.919 0.053 -0.659
C -1.846 -0.868 -1.470
Cl -2.305 0.356 1.055
N 0.220 -0.417 -0.026
C 0.076 -1.474 0.993
H 2.529 1.228 1.774
H 2.216 -0.412 1.325
H 3.078 0.504 0.221
H 1.027 2.805 -0.517
H -1.181 2.094 -1.438
H -1.838 -1.841 -1.108
H -1.614 -0.881 -2.548
H -2.864 -0.478 -1.250
H 0.363 -1.180 1.953
H -0.954 -1.768 0.888
H 0.813 -2.224 0.686

Of them, the most stable is arrangement 1 and the least stable is arrangement 2.